No. 1
Formula: C18H31N3O5S
Source: the OMol25 dataset
Level of theory: ωB97M-V/def2-TZVPD

Structure (XYZ):
```
58
Properties=species:S:1:pos:R:3:forces:R:3
C -6.4358 -0.4897 1.1828 -0.1 0.1 0.2
O -5.4763 -0.9794 0.2807 0.4 -0.1 -0.2
C -4.1583 -0.7866 0.5701 -0.1 -0.1 -0.2
C -3.6736 -0.1173 1.6795 -0.2 0.0 -0.1
C -2.3075 0.0422 1.8678 0.3 -0.2 -0.1
C -1.4093 -0.4705 0.9529 -0.3 -0.4 0.4
C 0.0667 -0.2418 1.1111 -0.3 -0.3 -0.1
N 0.3944 1.1328 0.7545 -0.1 0.2 -0.9
C 1.5542 1.7293 1.3881 0.6 0.3 0.2
C 2.8600 0.9480 1.2030 -0.2 0.1 -0.2
C 3.4119 1.0869 -0.2324 -0.1 0.0 0.2
N 4.2587 0.0401 -0.7416 0.1 -0.1 0.0
C 5.5067 -0.2333 -0.0631 0.0 -0.3 0.1
C 5.4019 -1.3691 0.9657 0.1 0.3 0.0
O 4.8667 -2.5384 0.3813 0.1 -0.1 -0.1
C 3.5903 -2.2980 -0.1748 -0.2 0.1 -0.2
C 3.6333 -1.1745 -1.2218 0.1 -0.2 0.1
S 0.1020 1.4939 -0.8385 -0.8 0.4 0.4
O 0.3630 0.3633 -1.6818 -0.1 -0.2 0.0
O 0.7566 2.7311 -1.1493 0.1 0.1 0.2
N -1.5550 1.7183 -0.7952 1.1 -0.1 -0.1
C -1.9156 2.8864 -0.0300 0.0 0.3 0.2
C -2.1913 1.6295 -2.0901 0.0 -0.1 -0.4
C -1.8865 -1.1669 -0.1532 -0.2 -0.3 0.1
C -3.2436 -1.3220 -0.3650 -0.1 0.0 0.0
O -3.7984 -1.9565 -1.4333 -0.2 0.2 0.3
C -2.9360 -2.5019 -2.4020 0.1 -0.1 -0.1
H -6.3814 0.6000 1.2806 0.0 0.0 0.0
H -6.3313 -0.9473 2.1723 0.0 0.0 0.0
H -7.4016 -0.7639 0.7611 0.0 0.0 0.1
H -4.3527 0.2943 2.4092 -0.1 0.0 0.0
H -1.9511 0.5786 2.7340 0.1 0.1 0.1
H 0.6167 -0.9418 0.4710 0.0 -0.1 0.2
H 0.3621 -0.3882 2.1534 0.0 0.0 -0.1
H 1.3280 1.8280 2.4564 0.0 0.0 -0.1
H 1.6524 2.7249 0.9537 0.1 0.1 0.2
H 3.5919 1.3198 1.9238 0.0 -0.1 0.1
H 2.6714 -0.1005 1.4316 0.1 0.0 0.1
H 3.9753 2.0239 -0.2975 -0.1 0.1 0.0
H 2.5706 1.1689 -0.9221 0.3 0.0 0.0
H 5.8650 0.6772 0.4182 0.1 0.0 0.0
H 6.2346 -0.5384 -0.8258 0.1 0.0 0.1
H 6.3921 -1.6467 1.3327 0.0 0.1 0.0
H 4.7790 -1.0616 1.8195 0.1 0.0 0.0
H 3.2856 -3.2387 -0.6378 -0.1 0.1 0.0
H 2.8781 -2.0570 0.6306 0.0 0.0 -0.1
H 2.6260 -0.9455 -1.5724 0.0 0.0 -0.1
H 4.2306 -1.5321 -2.0704 -0.1 -0.1 0.0
H -1.3985 2.8252 0.9238 -0.1 0.2 0.2
H -2.9918 2.8802 0.1365 0.0 0.0 0.0
H -1.6227 3.8118 -0.5390 -0.1 0.0 0.0
H -2.0899 2.5589 -2.6623 0.0 0.0 0.0
H -1.7072 0.8235 -2.6341 -0.2 0.0 -0.2
H -3.2474 1.3965 -1.9517 0.0 0.0 0.0
H -1.1725 -1.5499 -0.8629 0.0 -0.1 -0.1
H -2.3143 -3.2995 -1.9822 0.0 0.0 0.0
H -3.5862 -2.9188 -3.1697 0.1 0.0 0.0
H -2.2902 -1.7378 -2.8460 0.0 0.0 0.0
```
Positions in Å, forces in eV/Å.

Summary:
* highest occupied orbital energy: -0.28603 Eh
* energy relative to the best compared isomer or geometry (same formula, charge and spin): 3.0795 eV
* orbital gap: 8.5 eV
* total charge: 0
* LUMO energy: 0.6768 eV
* structure (SMILES): COc1ccc(CN(CCCN2CCOCC2)S(=O)(=O)N(C)C)cc1OC
* 2S+1: 1
* DFT total energy: -44709.89951 eV
* strongest force on any atom: 0.0210 hartree/bohr

No. 2
Formula: C18H31N4SiTi
Source: the OMol25 dataset
Level of theory: ωB97M-V/def2-TZVPD

Structure (XYZ):
```
55
Properties=species:S:1:pos:R:3:forces:R:3
Ti 0.0626 0.0787 1.1226 0.2 0.1 0.1
N -2.0930 0.2919 1.2880 -0.5 0.5 0.0
C -2.4178 1.5054 2.0820 0.0 0.2 0.0
C -1.5715 2.6578 1.5734 -0.3 -0.1 0.1
N -0.1334 2.2639 1.6066 -0.2 0.0 0.1
H -2.3880 0.4510 0.3179 -0.1 -0.1 0.0
H -2.6809 -0.4735 1.6044 0.0 -0.1 0.0
H -2.2018 1.3129 3.1364 0.0 0.0 0.0
H -3.4722 1.7713 2.0027 0.0 0.0 0.0
H -1.7659 3.5448 2.1757 0.1 0.0 0.0
H -1.8469 2.8852 0.5435 0.1 0.0 0.0
H 0.1964 2.3692 2.5666 0.1 0.1 0.0
H 0.4017 2.9457 1.0748 0.1 0.0 -0.1
N 2.2024 0.3601 0.9317 0.6 -0.2 0.0
C 3.0245 -0.6464 1.6694 0.1 -0.1 0.3
C 2.5297 -0.7822 3.1187 0.0 -0.2 -0.2
C 1.9223 -2.1497 3.4425 -0.2 0.2 -0.1
C 0.8282 -2.6114 2.4880 0.3 -0.2 0.2
N -0.2831 -1.6121 2.3751 0.3 -0.5 0.3
H 2.4179 0.2956 -0.0656 0.0 0.1 -0.1
H 2.5450 1.2785 1.2050 -0.1 0.1 0.0
H 4.0763 -0.3646 1.6519 0.0 0.1 -0.1
H 2.9450 -1.5924 1.1344 0.0 0.0 0.0
H 1.7847 0.0056 3.3076 0.1 0.1 0.1
H 3.3426 -0.6025 3.8204 0.0 0.1 0.0
H 1.5227 -2.1244 4.4600 0.1 -0.1 0.0
H 2.7086 -2.9056 3.4336 0.0 0.0 0.0
H 0.4390 -3.5630 2.8506 -0.1 0.0 -0.1
H 1.2126 -2.7886 1.4823 0.0 0.0 0.0
H -0.5434 -1.3337 3.3225 -0.1 0.0 0.0
H -1.0874 -2.1122 2.0034 -0.1 0.0 0.0
C 2.9858 1.3217 -3.6786 0.0 0.0 0.0
C 2.9867 -0.0637 -3.7321 0.0 0.0 0.0
C 2.0751 -0.7935 -2.9786 0.1 -0.1 0.1
C 1.1658 -0.1528 -2.1371 -0.2 -0.1 0.2
C 1.1952 1.2495 -2.0871 0.0 -0.1 0.2
C 2.0871 1.9844 -2.8511 0.0 0.1 0.0
Si -0.1499 -1.0854 -1.1345 -0.2 0.3 -1.2
C -1.8396 -0.6429 -1.8717 0.2 -0.1 0.2
C -2.2540 0.6951 -1.9414 0.1 0.0 0.0
C -3.4766 1.0451 -2.4940 0.0 0.1 0.0
C -4.3176 0.0555 -2.9865 0.0 0.0 0.0
C -3.9228 -1.2724 -2.9358 0.0 0.0 0.0
C -2.6950 -1.6179 -2.3853 0.0 -0.1 0.1
H 3.6786 1.8899 -4.2846 0.0 0.0 0.0
H 3.6891 -0.5796 -4.3733 0.0 0.0 0.0
H 2.0716 -1.8751 -3.0468 0.0 0.0 0.0
H 0.4871 1.7788 -1.4455 0.1 0.1 -0.1
H 2.0748 3.0666 -2.8194 0.0 0.0 0.0
H 0.0664 -2.5511 -1.2590 0.0 0.0 0.1
H -1.5806 1.4852 -1.6128 -0.1 0.0 0.0
H -3.7672 2.0865 -2.5553 0.0 0.0 0.0
H -5.2711 0.3247 -3.4206 0.0 0.0 0.0
H -4.5694 -2.0442 -3.3319 0.0 0.0 0.0
H -2.3964 -2.6596 -2.3628 0.0 0.0 0.0
```
Positions in Å, forces in eV/Å.

Summary:
* highest occupied orbital energy (spin up / spin down): -0.52053 / -0.51524 Eh
* energy relative to the best compared isomer or geometry (same formula, charge and spin): 0.4955 eV
* orbital gap (spin up / spin down): 7.6 / 7.8 eV
* expectation value of S²: 0.77
* total charge: +2
* LUMO energy (spin up / spin down): -6.5338 / -6.2148 eV
* 2S+1: 2
* DFT total energy: -56109.51649 eV
* strongest force on any atom: 0.0245 hartree/bohr

No. 3
Formula: C18H31O14S
Source: the OMol25 dataset
Level of theory: ωB97M-V/def2-TZVPD

Structure (XYZ):
```
64
Properties=species:S:1:pos:R:3:forces:R:3
O 13.3673 -14.9500 -7.9606 -2.6 0.6 9.3
H 13.3644 -14.2423 -7.2871 2.1 -0.5 -2.1
C 14.3979 -18.0810 -9.2834 -2.3 -0.3 -1.3
C 13.4571 -16.8293 -9.4396 1.8 -1.4 -0.1
C 14.1162 -15.4910 -9.7640 -2.1 -7.2 -6.6
O 13.5480 -15.2552 -11.0241 -1.9 0.0 -4.3
C 12.7046 -16.2921 -11.4803 -0.4 4.4 -3.1
O 12.0536 -16.2872 -12.5363 2.0 0.0 2.4
O 12.6096 -17.1312 -10.5459 -1.1 -2.8 1.9
H 14.0591 -18.8812 -9.9415 -0.4 0.0 -0.1
H 14.1064 -18.3725 -8.2743 1.3 -0.7 0.2
H 15.4292 -17.8472 -9.5477 -0.7 -1.0 -0.1
H 12.9040 -16.5900 -8.5314 0.1 -1.5 -0.4
H 15.1753 -15.6166 -9.9890 -5.9 -2.3 -0.4
H 13.7816 -14.8219 -8.9713 -0.6 -0.8 -2.6
C 14.3012 -12.3237 -7.5975 -1.6 4.5 2.2
C 14.4166 -11.6685 -6.1933 -1.7 -0.1 -1.1
C 13.4105 -12.2309 -5.1241 1.9 0.1 -1.4
O 14.3579 -12.7260 -4.1216 -0.6 2.2 1.4
C 15.6448 -12.4390 -4.4154 3.3 1.3 3.1
O 16.6150 -12.4755 -3.5925 -4.4 -0.4 -3.6
O 15.7007 -11.9486 -5.6392 1.0 0.1 -0.1
H 14.7945 -13.2938 -7.6577 -2.1 4.7 3.6
H 14.6693 -11.6553 -8.3759 0.2 0.2 0.6
H 13.2580 -12.4172 -7.8993 2.9 0.2 -0.1
H 14.2645 -10.5899 -6.2304 0.4 0.1 -0.1
H 12.8574 -13.0414 -5.5987 1.0 0.4 1.2
H 12.6090 -11.5668 -4.8005 0.7 0.4 0.8
C 16.2710 -16.4762 -8.2818 -0.6 1.9 1.9
C 16.2186 -15.1376 -9.0879 2.7 -0.9 0.0
C 15.2770 -14.0320 -8.6899 2.9 -1.8 -2.2
O 16.0818 -12.9461 -8.5761 3.5 2.1 -0.7
C 17.3190 -13.2449 -8.6377 4.2 0.1 -1.9
O 18.2628 -12.4797 -8.6158 -1.2 -0.9 0.5
O 17.4442 -14.5522 -8.9935 3.3 1.1 1.4
H 16.3240 -16.1690 -7.2373 0.4 0.5 0.3
H 17.1578 -17.1014 -8.3855 -0.1 0.1 -0.8
H 15.3508 -17.0603 -8.2744 1.6 1.3 0.4
H 16.0087 -15.2955 -10.1458 4.8 1.1 -0.6
H 14.7427 -14.2542 -7.7662 2.2 -3.0 -1.4
H 14.4807 -13.8225 -9.4041 1.5 1.4 0.2
C 11.1380 -15.0526 -8.9789 -0.1 -1.3 -0.9
C 10.5766 -14.2702 -7.8212 0.3 -1.3 -0.3
C 11.6345 -13.7914 -6.7861 -3.1 0.0 -0.5
O 12.0098 -12.5193 -7.3495 -7.2 -0.5 1.1
C 10.9475 -12.1140 -8.1266 0.5 5.7 -1.5
O 10.9188 -10.9155 -8.5274 -0.2 -4.6 1.3
O 10.0750 -13.0613 -8.4173 0.5 1.0 0.8
H 11.8920 -14.4636 -9.5011 -0.6 0.1 -0.1
H 10.4425 -15.4712 -9.7064 -0.9 0.9 0.0
H 11.6667 -15.9827 -8.7705 -0.9 0.8 0.8
H 9.7067 -14.7210 -7.3434 0.2 -0.2 0.0
H 12.5306 -14.4115 -6.7618 -3.5 -0.1 1.2
H 11.1588 -13.7412 -5.8067 -0.2 0.7 0.1
C 14.2334 -17.5007 -5.7595 -0.5 1.3 -0.2
S 14.5685 -16.3346 -4.3769 1.0 0.3 -0.1
O 16.0312 -16.0064 -4.5125 -0.5 -0.2 0.2
C 13.7087 -14.8499 -5.0116 -0.2 -3.1 0.0
H 14.3721 -16.9687 -6.7007 0.1 0.1 0.3
H 13.1688 -17.7335 -5.7375 0.1 -0.6 0.2
H 14.9387 -18.3300 -5.7051 -0.3 0.0 0.3
H 13.5096 -14.0454 -4.3036 -0.1 -2.4 0.2
H 12.8378 -15.3001 -5.4879 0.0 0.1 0.4
H 14.3864 -14.4958 -5.7884 0.1 0.0 0.2
```
Positions in Å, forces in eV/Å.

Summary:
* highest occupied orbital energy: -0.16260 Eh
* energy relative to the best compared isomer or geometry (same formula, charge and spin): 22.8136 eV
* orbital gap: 6.5 eV
* total charge: -1
* LUMO energy: 2.0908 eV
* 2S+1: 1
* DFT total energy: -58647.64179 eV
* strongest force on any atom: 0.1947 hartree/bohr